57
Properties=species:S:1:pos:R:3 method="wB97M-V/def2-TZVPD" homo_energy_ha="-0.213 / -0.221" lumo_energy_ev="-0.8 / -2.1" largest_force_ev_per_a=7.4
H 4.21 -2.29 -2.62
C -1.49 -0.15 -4.89
Ba -1.34 -0.79 -0.51
C 0.86 -0.89 4.22
H -0.36 2.06 4.79
N 1.29 -0.94 -1.90
H 0.21 3.04 0.20
C 2.77 -1.91 2.42
C -2.75 -0.61 -4.47
H 2.26 -2.38 -0.70
B 0.70 0.68 -3.75
H -1.56 -3.50 -0.59
H -3.55 -0.91 -5.13
C 0.76 -0.54 2.82
N -0.29 0.08 2.26
C 2.30 -1.77 -1.59
H -1.85 2.96 4.43
H 0.13 -0.47 4.92
C 1.02 3.82 -1.74
C -0.47 -3.31 -0.60
H 3.52 -2.29 1.73
C -2.69 -0.67 -3.07
N 1.64 -0.37 -3.11
N 0.70 1.89 -2.76
H 3.23 -0.47 -4.48
C 1.83 -0.99 1.97
C 0.46 2.89 -0.85
H 1.27 4.85 -1.55
H -0.42 3.16 3.39
H -1.77 2.42 0.84
H 1.84 -2.08 5.70
N -0.73 0.08 -3.82
Si -1.60 1.02 2.88
N 0.26 1.71 -1.46
H -1.10 0.07 -5.88
H -3.29 -0.76 3.28
C -2.47 1.78 1.40
H 1.85 -0.64 0.94
C 2.82 -0.83 -3.55
H -3.01 1.02 0.66
H -3.45 0.57 4.45
C 3.29 -1.74 -2.60
H -3.31 2.42 1.71
C -2.73 -0.06 3.91
H 1.08 1.02 -4.82
N -1.45 -0.25 -2.63
H 0.01 -3.91 0.17
H -3.49 -0.88 -2.36
H -2.68 1.20 -0.39
C 1.17 3.14 -2.95
H -2.16 -0.64 4.66
H 3.48 -3.06 4.11
C 1.82 -1.79 4.65
C 2.76 -2.33 3.77
H 1.56 3.45 -3.91
C -1.00 2.43 3.97
H -0.09 -3.53 -1.61


55
Properties=species:S:1:pos:R:3 method="wB97M-V/def2-TZVPD" homo_energy_ha="-0.434 / -0.424" lumo_energy_ev="-5.3 / -5.7" total_charge=+1 largest_force_ev_per_a=3.0
H 2.38 2.25 1.06
H -3.54 1.00 1.08
H -1.45 -4.82 -3.96
H -0.88 -0.54 -1.58
H -0.45 5.61 0.89
H -0.02 -7.10 -4.63
H -1.79 -0.80 -0.03
H -0.71 -6.91 -2.99
H -1.55 -0.30 2.43
H 0.63 -2.41 -0.92
H -0.54 4.43 -1.48
C 1.22 -5.06 -2.27
C 0.11 4.12 -0.66
H 1.83 0.34 2.18
C -0.01 -6.49 -3.73
C 0.21 -1.84 -0.10
H -3.33 3.59 1.65
B -1.91 5.82 2.05
C -1.65 2.98 3.06
H 2.93 -1.24 -0.58
C 1.51 -0.66 1.84
C 1.38 -6.36 -3.08
H 0.82 -5.29 -1.26
H 1.91 -0.14 -1.55
H 2.13 -6.21 -3.86
H 1.10 4.08 2.61
C 1.62 2.94 0.73
C -0.80 -0.77 -0.51
C 1.01 3.94 1.54
H 1.32 2.43 -1.48
H -0.04 1.56 3.77
C -2.79 2.81 2.18
O 0.07 0.23 0.08
H 0.02 -4.71 -4.99
C 1.08 3.06 -0.64
F -0.77 6.16 2.70
F -1.55 4.32 1.33
C -0.94 1.74 3.17
C -1.73 0.76 2.45
C 1.12 -0.67 0.39
H 1.66 -7.21 -2.46
O 0.27 -4.19 -2.95
F -2.83 5.28 2.86
C -0.36 -5.01 -3.98
H -0.13 -2.45 0.73
H -1.20 3.91 3.41
C -2.83 1.43 1.77
H 2.35 -1.36 1.98
H 0.68 -0.99 2.48
C 2.27 -0.36 -0.54
C 0.21 4.78 0.63
F -2.33 6.24 0.86
H 2.16 -4.51 -2.14
H 2.87 0.49 -0.18
Pb -0.73 2.09 0.65


51
Properties=species:S:1:pos:R:3 method="wB97M-V/def2-TZVPD" homo_energy_ha="-0.355 / -0.349" lumo_energy_ev="-5.7 / -5.8" total_charge=+1 largest_force_ev_per_a=6.2
C 1.25 -3.09 -3.13
H 2.17 -2.72 -5.35
H -2.86 0.60 -1.94
Ti 0.91 -0.86 -2.81
C 1.14 1.32 -5.51
H 3.17 -1.20 -1.02
H 2.36 0.48 -7.00
H 0.11 1.64 -5.29
H -3.25 2.40 -6.16
H 1.30 -2.77 0.23
H -1.66 2.62 -0.53
C 0.61 -3.25 -1.85
C -0.92 3.08 -3.79
H 3.26 -2.07 -3.57
H 2.31 -2.14 -7.03
H 0.14 2.99 -4.07
C -1.19 -0.67 -1.17
O -1.43 1.78 -3.49
H 0.42 -1.02 0.37
C -0.17 -0.34 -0.21
H -1.23 3.90 -5.81
C -1.82 3.62 -4.92
H 1.97 1.59 -4.85
H -1.80 0.64 -5.24
H -3.07 0.66 -4.00
C -0.30 -1.52 -6.38
O 0.73 -0.51 -4.49
H 0.55 1.59 0.58
H -0.26 -3.87 -1.65
C -2.32 1.28 -4.50
H -0.16 -1.84 -7.43
C -0.15 1.07 -0.03
H 0.95 -3.62 -4.02
C 1.41 -2.64 -0.85
H -1.00 3.66 -2.88
H -1.54 -1.67 -1.42
H -0.62 -2.38 -5.75
C 2.44 -1.89 -1.49
C 1.33 0.44 -6.64
C 2.22 -1.82 -5.99
C -1.89 0.56 -1.44
H -1.08 -0.75 -6.30
H 3.11 -1.24 -5.71
C 2.45 -2.28 -2.88
C -2.92 2.53 -5.13
C 1.01 -0.91 -5.90
H 0.59 0.63 -7.41
H -3.74 2.89 -4.54
Br 2.32 1.11 -2.35
C -1.28 1.60 -0.66
H -2.32 4.51 -4.49


66
Properties=species:S:1:pos:R:3 method="wB97M-V/def2-TZVPD" spin_multiplicity=2 homo_energy_ha="-0.450 / -0.450" s_squared=0.755 lumo_energy_ev="-2.6 / -10.3" total_charge=+1 largest_force_ev_per_a=7.4
C -0.13 2.43 -24.42
O 3.86 6.08 -25.21
C -1.90 10.15 -20.86
H 4.26 11.34 -17.62
C 6.19 4.28 -26.88
O 2.15 13.78 -22.34
C 3.67 8.45 -21.79
H 1.03 15.61 -22.48
H 5.31 4.56 -28.83
H 1.94 4.05 -23.14
H 4.30 6.59 -19.12
O 2.42 11.65 -22.68
C 5.24 11.42 -18.10
H -0.84 11.77 -21.60
H 7.26 4.46 -26.87
H 2.69 6.50 -21.75
O -1.96 11.48 -17.67
O 4.58 5.95 -27.32
O -0.56 1.29 -24.84
H 0.91 5.06 -24.91
C 0.15 4.54 -24.33
O -0.38 3.63 -25.10
H 2.77 7.09 -23.35
H 5.35 5.31 -19.57
H 4.92 11.81 -20.10
H 5.60 12.44 -18.10
H 0.66 4.27 -22.14
H 4.93 4.36 -17.15
H 6.44 5.85 -28.34
C 0.86 3.91 -23.15
O -0.61 11.55 -19.62
C 4.55 5.56 -18.87
C 4.64 5.70 -26.01
C 5.66 5.16 -27.99
H 6.14 3.24 -27.18
C 0.86 14.28 -24.19
H -1.76 9.16 -21.30
H -2.63 10.81 -21.33
C -1.52 11.07 -18.81
Cl 5.25 7.61 -21.70
O 5.58 4.83 -25.76
H 3.38 8.97 -20.88
H 3.67 9.26 -22.52
C 2.63 7.43 -22.32
H 1.36 14.35 -25.16
C -0.69 10.95 -20.90
C 6.72 9.83 -18.61
O 0.87 12.91 -23.85
H 4.01 5.82 -16.71
H 4.19 10.25 -19.64
O -2.18 10.13 -19.49
O 0.45 2.64 -23.23
C 1.62 14.91 -23.07
O 6.23 10.31 -19.75
Cl 0.93 8.17 -22.15
Cl 6.28 6.41 -16.90
H 2.48 15.49 -23.41
H -0.51 5.25 -23.83
H -0.11 14.76 -24.21
H 0.14 10.28 -21.11
C 1.80 12.64 -22.86
C 5.02 10.94 -19.45
O 6.08 10.43 -17.59
Cl 3.07 4.65 -19.24
O 7.57 8.99 -18.42
C 4.84 5.44 -17.31


51
Properties=species:S:1:pos:R:3 method="wB97M-V/def2-TZVPD" spin_multiplicity=8 homo_energy_ha="-0.073 / -0.077" s_squared=15.776 lumo_energy_ev="2.1 / 1.8" total_charge=-1 largest_force_ev_per_a=2.8
H 1.02 -1.23 5.22
H 0.16 1.41 -2.30
C 0.76 -2.74 3.56
Eu 3.10 -0.44 -1.12
H 1.42 -3.81 1.71
C -2.60 0.30 2.33
H 1.99 1.54 -2.37
C -1.79 -0.55 4.30
H -2.47 0.39 -0.10
H -1.60 4.30 -0.48
H 0.31 3.31 0.38
C 1.61 -3.09 2.49
C 1.40 -1.71 4.32
C -2.58 2.37 -1.05
H -3.27 2.77 -0.30
H 3.10 -1.14 -3.81
H -0.21 -3.18 3.79
H 2.38 -2.61 -3.10
H -0.69 -2.34 -3.05
H -3.12 2.22 -2.00
C -1.81 1.29 2.95
C 2.22 -1.79 -3.82
H -0.82 1.35 4.94
H -1.06 -0.99 -4.07
H -0.15 -2.33 -4.70
O -1.07 1.82 0.47
H 0.03 0.81 -4.55
C -1.43 3.42 -1.11
C 2.65 -1.43 3.72
H 0.42 2.30 -1.01
H 3.69 -2.38 1.97
H -1.55 2.26 2.58
H 1.89 0.70 -4.77
C 1.01 0.47 -4.14
C -0.29 -1.70 -3.83
C 1.08 0.94 -2.67
C -0.29 2.71 -0.30
C 0.99 -0.96 -3.55
C 2.82 -2.33 2.62
H -1.23 3.78 -2.13
H -1.65 -1.19 5.16
H 2.14 -2.23 -4.83
H 3.36 -0.67 4.03
C -1.86 1.15 -0.53
C -1.36 0.79 4.20
C -2.50 -0.88 3.10
H -1.31 0.75 -1.40
Cl 2.17 0.46 1.10
H -3.21 0.43 1.46
O 1.09 -0.46 -2.14
H -2.89 -1.85 2.85


57
Properties=species:S:1:pos:R:3 method="wB97M-V/def2-TZVPD" spin_multiplicity=4 homo_energy_ha="-0.080 / -0.186" s_squared=3.788 lumo_energy_ev="2.2 / 2.2" total_charge=-1 largest_force_ev_per_a=3.2
F -0.74 2.48 3.64
C 1.62 1.88 -0.90
C -2.50 -0.02 3.22
H 0.14 1.35 -3.13
H 1.70 -1.90 0.21
H 1.11 -2.97 -3.34
C -2.81 -1.40 3.16
H 0.28 3.20 -2.01
C -1.38 -2.32 -4.30
F 1.23 2.23 5.43
H 0.77 -2.76 4.41
H 3.41 4.33 -0.68
H -2.41 -1.92 -4.24
C 1.06 -2.01 -3.87
C -2.45 0.50 1.89
H -1.40 -3.31 -3.81
H -0.53 -3.50 0.29
C -0.31 -3.34 2.53
H -3.14 -2.76 1.40
H 2.36 -1.35 2.80
C 1.49 -1.91 2.47
H 0.81 4.36 0.77
H -2.74 -0.54 -0.10
H 1.25 -2.22 -4.94
C -0.01 -3.08 1.15
H -2.48 0.58 4.14
H -2.36 1.55 1.61
C 1.28 4.22 -0.20
F 0.04 0.00 4.63
C 0.63 -2.65 3.33
H 0.55 0.16 -5.11
H 3.10 3.78 0.98
C -0.66 0.59 -3.34
H -3.06 -2.02 4.01
C 1.16 -2.23 1.10
C 2.77 3.74 -0.07
H -1.19 -0.07 -5.35
H -0.38 2.82 -0.43
H 1.83 -1.36 -3.46
F 1.76 2.94 2.94
O -0.60 -0.69 -2.48
C -0.39 -0.11 -4.64
H 1.26 5.13 -0.81
O 0.48 0.72 2.08
Te 0.87 1.48 3.74
H -1.65 1.08 -3.29
C -2.71 -0.59 0.98
C -0.32 -1.37 -3.74
H 1.87 1.51 -1.93
C 0.56 3.06 -0.93
O 2.83 2.31 -0.36
F 2.54 0.60 3.80
H -1.07 -4.04 2.89
C -2.88 -1.78 1.79
H -1.15 -2.51 -5.38
V -0.61 -0.93 1.71
H 1.16 1.03 -0.26